1.
Density functional theory data (wB97M-V/def2-TZVPD) for a molecular structure, C10H20O20S5 in a non-equilibrium geometry.

Summary:
HOMO-LUMO gap in eV: 10.79
ΔE to the lowest compared entry with this formula, charge and spin in kJ/mol: 36.63
Charge: 0

```
55
Properties=species:S:1:pos:R:3:forces:R:3
C -0.234104 4.629007 -3.943974 -0.41 -0.54 -0.28
C -0.668609 4.090682 -2.558548 0.05 0.58 0.19
O -0.221453 2.737090 -2.504629 -0.16 -0.28 0.28
S -0.105103 2.164321 -3.979850 0.21 0.28 -0.33
O -1.381709 1.873319 -4.513945 -0.42 0.02 0.06
O 0.919977 1.193193 -3.994322 0.33 -0.12 0.09
O 0.419517 3.527285 -4.608345 0.34 -0.14 0.20
H 0.477095 5.443490 -3.891128 -0.01 0.07 -0.06
H -1.110174 4.859971 -4.544708 0.04 0.41 0.04
H -1.746215 4.165427 -2.423725 -0.02 -0.24 -0.08
H -0.186229 4.616150 -1.737767 0.08 -0.05 -0.03
C -0.832375 1.468710 4.938854 0.36 0.34 0.31
C -0.755606 2.405334 3.750763 -0.29 0.23 0.45
O -0.415908 3.673948 4.355117 0.39 -0.03 0.01
S 0.366130 3.444674 5.736784 -0.60 -0.09 -0.21
O -0.482393 3.873673 6.784856 -0.26 0.14 0.31
O 1.686736 3.918935 5.649809 0.76 0.16 -0.14
O 0.373579 1.864209 5.653198 0.03 -0.31 0.04
H -0.736075 0.415542 4.703514 -0.09 -0.02 -0.02
H -1.668818 1.700712 5.598130 -0.22 -0.26 -0.18
H -1.704359 2.599701 3.261445 0.08 -0.40 -0.32
H 0.056894 2.071819 3.107536 -0.17 0.19 -0.31
C 5.178487 -0.152907 -2.160806 0.38 1.06 0.60
C 3.868142 0.328294 -1.582196 -1.00 0.24 -0.97
O 3.542453 -0.643607 -0.576859 0.03 0.23 0.32
S 4.413979 -1.973720 -0.773052 -0.12 0.35 -0.36
O 3.550204 -3.067404 -0.941699 -0.44 -0.61 -0.07
O 5.449184 -1.992854 0.185919 0.39 0.08 0.41
O 5.002537 -1.564651 -2.196940 0.17 -0.16 -0.15
H 5.988755 0.115261 -1.473061 0.07 -0.23 -0.10
H 5.411406 0.279012 -3.128228 -0.18 -0.44 -0.25
H 3.069344 0.303338 -2.334939 0.15 -0.26 -0.02
H 3.836740 1.351494 -1.211121 0.47 -0.20 0.54
C 0.138255 0.498960 0.510920 0.45 0.23 -0.77
C 0.133717 -0.531000 -0.612041 -0.70 -0.31 -0.54
O -1.197471 -1.111339 -0.543426 -0.05 -0.04 0.68
S -1.508191 -1.345704 0.988453 0.78 0.39 -0.58
O -0.817818 -2.477042 1.486303 0.24 -0.31 0.14
O -2.879926 -1.187014 1.239072 -1.09 0.05 0.11
O -0.757284 -0.015676 1.486929 0.04 0.15 0.62
H -0.210456 1.466341 0.143824 -0.31 -0.07 0.16
H 1.146401 0.647985 0.898060 -0.10 -0.25 0.33
H 0.866859 -1.324286 -0.478095 0.10 0.08 -0.13
H 0.117151 -0.105374 -1.609590 0.65 0.10 0.00
C -3.084294 -5.501029 0.785664 0.29 1.47 0.45
C -4.305221 -4.707576 0.334980 -0.26 -1.06 -1.05
O -3.827908 -3.910746 -0.764135 0.22 0.33 0.29
S -2.623580 -4.632049 -1.515747 -0.23 -0.09 0.65
O -1.526447 -3.744480 -1.530229 0.38 0.27 -0.27
O -3.092472 -5.250026 -2.696174 -0.04 -0.17 -0.39
O -2.366455 -5.761703 -0.420837 -0.23 -0.51 -0.22
H -3.318348 -6.418150 1.312596 0.04 -0.16 -0.18
H -2.453437 -4.839630 1.388879 0.01 -0.28 0.21
H -4.776592 -4.068413 1.069733 0.16 0.11 0.09
H -5.018511 -5.401494 -0.121225 -0.28 0.08 0.38
```
Positions in Å, forces in eV/Å.

2.
Density functional theory data (wB97M-V/def2-TZVPD) for 5 unconnected molecules or ions with the total composition C10H20O20S5 in a non-equilibrium geometry.

Summary:
<S²>: 0.758
HOMO-LUMO gap (alpha / beta) in eV: 8.52 / 1.87
ΔE to the lowest compared entry with this formula, charge and spin in kJ/mol: 108.39
Charge: +1
Multiplicity: 2

```
55
Properties=species:S:1:pos:R:3:forces:R:3
C 4.043251 -0.958418 5.613666 -0.12 -0.88 -1.74
C 3.087803 -1.810095 4.674684 -0.14 0.39 0.97
O 2.870027 -2.940461 5.488841 0.70 -1.85 1.73
S 2.988249 -2.703375 7.160605 -2.21 2.43 -3.08
O 3.994190 -3.559295 7.714113 -1.62 0.71 -0.22
O 1.565175 -2.530004 7.547286 4.05 -0.86 0.11
O 3.642292 -1.171108 6.930196 -1.39 -1.19 1.69
H 4.126339 0.109596 5.412318 -0.23 -0.13 0.10
H 5.012073 -1.448076 5.515071 0.27 0.28 -0.36
H 3.504532 -2.079827 3.704278 0.77 -0.30 0.38
H 2.067970 -1.549222 4.391862 -0.06 1.38 0.40
C -3.880259 -1.943417 -0.914082 -1.02 -1.19 0.28
C -2.998939 -2.204440 0.301645 -0.14 -0.65 -0.89
O -3.429684 -3.387912 0.935313 -0.44 1.28 -0.44
S -5.041141 -3.675458 0.637560 -0.33 -2.25 0.14
O -5.777518 -2.971390 1.665043 1.16 -0.58 -1.79
O -5.139286 -5.111707 0.430641 0.01 3.68 0.00
O -5.036120 -2.790547 -0.784465 0.01 -0.57 1.73
H -3.422990 -2.342756 -1.819364 0.52 0.11 -0.35
H -4.208491 -0.916143 -1.072399 0.00 0.03 -0.02
H -3.148247 -1.298730 0.889442 0.08 0.17 1.03
H -1.934484 -2.268657 0.076027 0.15 -0.17 0.27
C -0.419874 3.586854 -0.869499 0.14 -1.09 0.04
C -0.540041 3.830034 -2.351787 -0.20 -1.39 -1.72
O -1.433412 4.869763 -2.543403 -1.80 2.26 0.64
S -2.081966 5.489294 -1.178395 0.47 -0.21 1.29
O -3.519735 5.306089 -1.140076 2.40 0.24 -0.41
O -1.449964 6.722497 -0.792770 -1.08 -0.90 -1.13
O -1.366131 4.380254 -0.184238 -0.45 0.86 -0.68
H 0.639093 3.743841 -0.664427 -0.23 0.28 1.08
H -0.764906 2.586647 -0.607513 0.73 -0.32 -0.22
H -0.952396 2.990812 -2.911926 -0.30 -0.43 0.37
H 0.365336 3.999852 -2.934501 0.39 0.62 0.69
C 0.848676 -0.085314 -4.692849 -0.02 -1.47 0.36
C 1.814423 -0.796879 -5.655094 1.51 -0.04 0.39
O 1.666970 -0.287202 -6.978564 -1.66 1.41 0.40
S 0.910896 1.218217 -6.939223 2.25 -1.38 -1.57
O -0.103133 1.196958 -7.989701 1.48 0.30 2.83
O 1.993370 2.206976 -6.982272 -2.68 -1.55 0.65
O 0.359266 0.969302 -5.394699 -1.44 3.57 -2.98
H 1.252022 0.329985 -3.769305 0.64 -0.45 -0.06
H -0.012421 -0.695413 -4.420101 0.04 -0.35 0.00
H 1.720779 -1.882449 -5.684664 -0.23 0.17 -0.03
H 2.829509 -0.544385 -5.348619 0.14 -0.21 0.08
C 1.078347 0.554924 2.237704 0.24 3.01 -1.13
C -0.409266 0.590285 1.915347 -1.08 -2.76 1.33
O -0.571258 -0.517799 0.984917 0.82 -0.12 -1.91
S 0.853897 -0.979388 0.268599 -1.20 0.60 -1.12
O 1.044999 -0.057969 -0.901326 0.02 -2.85 3.47
O 0.776275 -2.451810 0.110964 0.51 4.02 0.42
O 1.733595 -0.522881 1.598010 -0.76 -2.00 -1.40
H 1.329861 0.710253 3.286852 0.09 -0.76 -0.13
H 1.441962 1.414277 1.674316 0.42 0.44 0.49
H -0.879571 1.546038 1.684171 0.56 -0.05 -0.81
H -1.039946 0.129786 2.675795 0.27 0.69 0.84
```
Positions in Å, forces in eV/Å.

3.
Density functional theory data (wB97M-V/def2-TZVPD) for a single C10H20O2Si molecule in a non-equilibrium geometry.

Summary:
HOMO-LUMO gap in eV: 9.96
ΔE to the lowest compared entry with this formula, charge and spin in kJ/mol: 226.50
Charge: 0
SMILES: C=C([C@@H](OC)C(=O)CC)[Si](C)(C)C

```
33
Properties=species:S:1:pos:R:3:forces:R:3
C -0.191310 1.691777 -1.344378 1.50 0.22 0.36
C 0.110628 0.833399 -0.391659 -1.50 -3.25 1.46
C -1.023883 -0.559662 -0.032368 1.51 1.75 -1.08
O -0.374193 -1.808155 -0.138699 -0.58 0.25 0.54
C -0.863656 -2.624788 -1.240489 1.39 0.43 2.28
C -1.877504 -0.309411 1.245775 -0.56 -1.72 -0.12
O -2.321452 -1.212392 1.969753 1.33 1.90 -1.64
C -2.239164 1.141695 1.426570 -2.73 -1.36 1.62
C -3.159542 1.699761 0.305222 -0.55 1.42 0.13
Si 1.806749 0.584365 0.328270 1.80 0.96 -0.47
C 2.682163 2.408160 0.263276 1.77 -2.83 1.93
C 2.669665 -0.403981 -1.074648 -0.42 -0.09 1.38
C 1.829519 -0.294953 2.088583 0.12 0.41 -1.82
H 0.582096 2.403023 -1.689731 -0.71 -0.19 0.21
H -1.139005 1.672991 -1.789458 -1.08 0.15 -1.02
H -1.636612 -0.442634 -0.932621 -0.55 0.17 0.37
H -0.360492 -3.567956 -1.170120 0.82 -0.27 -0.23
H -0.641341 -2.054727 -2.080167 0.22 0.43 -2.08
H -1.869623 -2.896242 -1.151521 -1.88 0.20 0.23
H -1.396121 1.732698 1.283525 1.77 1.01 0.73
H -2.704581 1.118809 2.507711 0.83 0.73 -2.16
H -3.977800 1.058182 -0.027924 0.44 -0.35 -0.18
H -2.546793 2.122124 -0.541988 -0.82 -0.86 0.82
H -3.721836 2.592231 0.680706 0.62 -0.57 0.00
H 2.035424 3.144875 0.619567 -1.16 1.43 0.05
H 3.646939 2.550699 0.869250 -1.36 -0.67 -0.35
H 3.081027 2.520428 -0.709387 -0.26 0.48 -1.39
H 2.233364 -1.379650 -0.976692 -0.54 -0.75 -0.16
H 2.517182 -0.088445 -2.115057 0.43 0.26 0.49
H 3.680064 -0.595120 -0.721444 0.53 0.37 -0.64
H 2.181166 0.538738 2.755587 -0.21 -1.40 -0.15
H 0.766915 -0.538814 2.222835 0.28 0.08 0.50
H 2.391625 -1.288502 2.053380 -0.44 1.68 0.36
```
Positions in Å, forces in eV/Å.

4.
Density functional theory data (wB97M-V/def2-TZVPD) for a single C10H20O5 molecule in a non-equilibrium geometry.

Summary:
HOMO-LUMO gap in eV: 9.92
ΔE to the lowest compared entry with this formula, charge and spin in kJ/mol: 362.56
Charge: 0
SMILES: C1COCCOCCOCCOCCO1

```
35
Properties=species:S:1:pos:R:3:forces:R:3
C 1.640499 -0.432450 1.999818 -1.48 -0.96 1.86
C 0.946919 -1.701320 1.396520 -0.08 2.69 0.69
O -0.294154 -1.954455 1.922440 -0.17 -2.43 0.89
C -1.226939 -0.946380 1.861615 -2.21 -0.83 -0.94
C -2.063343 -0.902061 0.466103 0.10 -1.01 1.32
O -1.689465 -2.052293 -0.293542 0.31 0.27 -1.13
C -1.801788 -2.063976 -1.734826 2.40 -0.59 0.05
C -0.858812 -1.127589 -2.534107 1.36 -4.15 -1.07
O -1.142263 0.121028 -2.241859 -0.94 3.14 0.99
C -0.127154 1.051316 -2.301658 1.32 1.70 -0.32
C 0.622610 1.287281 -0.969564 -0.91 -1.52 -3.15
O 1.110124 2.575966 -0.877083 0.89 -0.22 -2.32
C 1.038975 2.929067 0.408849 -1.06 -0.09 3.72
C 1.759482 2.006494 1.403880 -1.16 -0.43 1.15
O 0.962382 0.806051 1.663628 1.85 -0.28 -0.79
H 2.598763 -0.792417 1.687515 1.60 1.85 -0.77
H 1.670786 -0.467808 3.121684 -0.07 -0.22 -0.79
H 1.664741 -2.520312 1.540570 -0.71 -0.11 -0.13
H 0.815964 -1.386086 0.377315 0.32 -0.49 -1.14
H -0.740783 -0.068269 2.209293 -0.38 1.23 -0.35
H -2.028715 -1.196261 2.546707 0.23 -0.21 0.64
H -3.162040 -0.976000 0.680854 0.84 0.15 0.02
H -1.876424 0.038963 0.027631 0.18 0.81 -1.07
H -2.795779 -1.861259 -2.106928 -0.53 -0.06 0.20
H -1.415635 -3.065259 -2.100497 -1.02 0.67 0.85
H -1.080673 -1.406601 -3.581713 -0.45 0.29 -0.21
H 0.272919 -1.376515 -2.586270 -1.42 0.25 1.18
H 0.599713 0.814444 -3.089950 -0.19 -0.02 -0.11
H -0.562872 2.013667 -2.523674 -0.32 0.31 -0.40
H 1.343152 0.492233 -0.945415 0.95 -0.14 0.72
H -0.104183 1.135601 -0.245629 -1.19 -0.47 1.49
H 1.370076 3.941413 0.575387 0.21 0.40 -0.19
H -0.028403 2.835472 0.755151 0.48 0.55 -0.12
H 1.842590 2.498181 2.376862 0.02 0.35 -0.10
H 2.739730 1.750134 1.110891 1.22 -0.43 -0.67
```
Positions in Å, forces in eV/Å.

Ordered calculated total energy results: -3888.651274; -3888.087473; -832.889657; -769.036931; unit hartree.